(1)
Here is C22H24N3O3Pd as an isolated structure from the Open Molecules 2025 dataset. Energies are from ωB97M-V/def2-TZVPD.

```
! RIJCOSX wB97M-V def2-TZVPD def2/J DEFGRID3
* xyz 3 1
Pd 0.212 -0.105 1.365
C 3.146 0.258 2.146
O 2.051 -0.682 2.328
C 2.038 -1.213 3.682
C 1.011 -2.325 3.756
O -0.178 -1.963 3.060
C -1.223 -1.373 3.828
C -0.927 0.058 4.212
O -0.600 0.844 3.016
C -0.063 2.150 3.372
H 4.086 -0.253 2.347
H 3.119 0.599 1.114
H 3.034 1.103 2.825
H 3.034 -1.602 3.899
H 1.839 -0.390 4.371
H 1.385 -3.227 3.272
H 0.807 -2.571 4.801
H -2.116 -1.433 3.203
H -1.417 -1.947 4.737
H -1.801 0.521 4.674
H -0.090 0.138 4.905
H -0.759 2.640 4.051
H 0.906 2.034 3.857
H 0.035 2.726 2.456
N -1.137 1.817 -8.627
C -1.023 1.515 -7.526
C -0.874 1.136 -6.149
C -1.180 -0.174 -5.760
C -1.040 -0.554 -4.436
C -0.595 0.377 -3.501
C -0.287 1.685 -3.887
C -0.427 2.063 -5.216
C -0.460 0.049 -2.060
C 0.556 -0.786 -1.627
C 1.403 -1.618 -2.487
C 2.121 -2.399 -1.675
C 1.768 -1.997 -0.290
N 0.888 -1.042 -0.269
C -1.381 0.605 -1.178
C -2.635 1.250 -1.584
C -3.257 1.622 -0.460
C -2.383 1.202 0.652
N -1.291 0.622 0.235
H -1.527 -0.881 -6.502
H -1.303 -1.562 -4.137
H 0.085 2.399 -3.162
H -0.185 3.069 -5.529
H 1.380 -1.600 -3.565
H 2.832 -3.172 -1.926
H 2.179 -2.402 0.626
H -2.963 1.352 -2.606
H -4.212 2.112 -0.340
H -2.580 1.327 1.708
*
```

LUMO (spin up / spin down) in eV: -13.93 / -13.94
Highest occupied orbital energy (spin up / spin down) in Eh: -0.6424 / -0.6423

(2)
Here is C13H33BaF3N4O9S as an isolated structure at a distorted geometry from the Open Molecules 2025 dataset. Energies are from ωB97M-V/def2-TZVPD.

```
! RIJCOSX wB97M-V def2-TZVPD def2/J DEFGRID3
* xyz 0 1
Ba 27.410 10.185 -6.903
N 24.013 9.203 -5.118
O 25.197 9.089 -5.510
O 23.213 9.535 -5.986
O 23.765 8.991 -3.932
C 27.557 14.088 -10.464
F 28.239 15.120 -11.026
F 26.629 14.508 -9.609
F 27.056 13.319 -11.460
S 28.739 12.947 -9.406
O 27.920 11.787 -8.937
O 29.924 12.495 -10.205
O 29.159 13.860 -8.359
C 31.286 12.922 -4.981
C 30.055 11.999 -5.110
C 28.829 12.627 -4.403
O 27.774 11.639 -4.425
C 26.796 11.693 -3.400
N 29.755 11.785 -6.545
H 32.188 12.508 -5.431
H 31.499 13.159 -3.938
H 31.096 13.884 -5.458
H 30.308 11.046 -4.646
H 28.501 13.591 -4.793
H 29.043 12.809 -3.349
H 26.210 12.584 -3.626
H 27.189 11.709 -2.383
H 26.041 10.916 -3.519
H 30.264 11.125 -7.116
H 30.009 12.632 -7.033
C 30.492 7.565 -4.362
C 29.540 8.047 -5.413
C 28.946 6.834 -6.245
O 28.029 7.493 -7.242
C 27.072 6.593 -7.743
N 28.437 8.775 -4.706
H 31.452 7.270 -4.783
H 30.010 6.770 -3.793
H 30.703 8.442 -3.749
H 30.140 8.709 -6.038
H 28.406 6.222 -5.522
H 29.739 6.173 -6.596
H 26.409 7.196 -8.364
H 26.376 6.123 -7.048
H 27.441 5.790 -8.383
H 27.950 8.001 -4.277
H 28.855 9.367 -4.003
C 23.936 10.621 -10.578
C 24.991 10.852 -9.414
C 24.536 11.903 -8.353
O 25.487 12.030 -7.310
C 25.185 13.147 -6.468
N 25.271 9.614 -8.760
H 23.014 10.120 -10.282
H 24.447 10.232 -11.459
H 23.628 11.631 -10.850
H 25.957 11.109 -9.849
H 23.555 11.645 -7.953
H 24.477 12.899 -8.794
H 26.119 13.381 -5.958
H 24.384 13.057 -5.735
H 25.037 14.042 -7.073
H 24.397 9.280 -8.382
H 25.423 9.001 -9.549
*
```

LUMO in eV: -0.12
Highest occupied orbital energy in Eh: -0.3050

(3)
Here is C6H6O5Tb as an isolated structure at a distorted geometry from the Open Molecules 2025 dataset. Energies are from ωB97M-V/def2-TZVPD.

```
! RIJCOSX wB97M-V def2-TZVPD def2/J DEFGRID3
* xyz 3 7
Tb 0.061 0.089 0.069
O -0.090 -2.669 2.421
C -0.068 -1.821 1.642
C 0.263 1.981 -1.515
O 0.413 2.910 -2.188
C -2.002 1.032 1.076
O -2.887 1.527 1.626
C 1.944 -1.038 -1.074
O 2.868 -1.530 -1.565
C -1.624 -1.707 -1.202
H -0.947 -2.576 -1.272
H -2.415 -1.769 -0.435
C -1.525 -0.626 -2.072
H -2.232 0.221 -2.035
H -0.770 -0.591 -2.875
O 1.243 1.389 1.578
H 1.972 2.007 1.374
H 0.985 1.586 2.494
*
```

LUMO (spin up / spin down) in eV: -15.16 / -14.57
Highest occupied orbital energy (spin up / spin down) in Eh: -0.8734 / -0.7892

(4)
Here is one molecule with the formula C4H7N3 from the Open Molecules 2025 dataset. Energies are from ωB97M-V/def2-TZVPD.

```
! RIJCOSX wB97M-V def2-TZVPD def2/J DEFGRID3
* xyz 0 1
C 2.241 0.142 0.271
N 1.219 0.061 -0.748
C -0.117 0.088 -0.372
C -0.734 -0.573 0.723
C -2.080 -0.449 0.467
N -2.201 0.294 -0.650
N -1.010 0.655 -1.173
H 2.207 -0.746 0.913
H 3.220 0.152 -0.216
H 2.149 1.035 0.906
H 1.374 0.658 -1.548
H -0.281 -1.053 1.579
H -2.935 -0.919 0.931
H -3.047 0.618 -1.085
*
```

LUMO in eV: 1.13
Highest occupied orbital energy in Eh: -0.2929
SMILES: CNc1cc[nH]n1

(5)
Here is C30H41Cl2O2P3Pb as an isolated structure at a distorted geometry from the Open Molecules 2025 dataset. Energies are from ωB97M-V/def2-TZVPD.

```
! RIJCOSX wB97M-V def2-TZVPD def2/J DEFGRID3
* xyz 2 1
P 0.452 -2.909 0.263
C -0.098 -4.289 1.348
C -1.090 -5.217 1.004
H -1.614 -5.137 0.047
C -1.407 -6.256 1.886
H -2.164 -6.984 1.600
C -0.759 -6.356 3.122
H -1.016 -7.167 3.807
C 0.208 -5.415 3.476
H 0.718 -5.487 4.440
C 0.536 -4.374 2.611
H 1.281 -3.627 2.885
C -0.802 -2.974 -1.082
C -2.008 -2.272 -0.847
H -2.130 -1.716 0.084
C -3.024 -2.316 -1.797
H -3.963 -1.794 -1.597
C -2.852 -3.018 -2.989
H -3.652 -3.044 -3.734
C -1.649 -3.688 -3.236
H -1.503 -4.236 -4.165
C -0.620 -3.660 -2.289
H 0.322 -4.177 -2.494
C 1.923 -3.649 -0.561
C 2.267 -5.007 -0.472
H 1.668 -5.690 0.135
C 3.382 -5.489 -1.168
H 3.631 -6.545 -1.106
C 4.165 -4.620 -1.937
H 5.034 -5.003 -2.475
C 3.834 -3.266 -2.004
H 4.441 -2.584 -2.606
C 2.737 -2.767 -1.308
H 2.495 -1.700 -1.331
Pb 0.601 3.698 2.231
C 0.177 3.916 -0.062
C -0.013 3.035 -1.038
H 0.187 5.011 -0.205
C -0.012 1.526 -0.871
O 1.033 1.035 -1.737
H 1.244 0.110 -1.515
C 0.273 1.068 0.501
H -0.992 1.105 -1.161
C 0.487 0.506 1.560
Cl 0.913 6.243 2.468
Cl 1.136 2.649 4.586
P -2.060 3.334 2.685
C -2.362 4.415 4.121
H -2.045 5.434 3.852
H -1.709 4.065 4.934
H -3.418 4.392 4.421
C -3.105 3.928 1.304
H -2.932 3.275 0.431
H -2.764 4.941 1.026
H -4.177 3.942 1.564
C -2.600 1.644 3.119
H -1.948 1.292 3.935
H -2.427 0.985 2.253
H -3.658 1.613 3.426
P -0.108 3.655 -2.760
C -0.424 5.409 -2.712
C -1.472 2.772 -3.493
H 0.414 5.948 -2.255
H -1.338 5.637 -2.151
H -0.546 5.734 -3.753
H -1.280 1.694 -3.474
H -1.567 3.122 -4.526
H -2.394 2.986 -2.943
C 1.424 3.339 -3.621
H 2.236 3.919 -3.168
H 1.287 3.644 -4.664
H 1.671 2.275 -3.552
H 0.808 0.068 2.501
C 3.945 2.966 2.153
O 3.018 3.321 1.111
H 3.844 3.710 2.962
H 4.972 2.933 1.758
H 3.622 1.988 2.546
H 3.317 4.153 0.706
*
```

LUMO in eV: -8.46
Highest occupied orbital energy in Eh: -0.4386

(6)
Here is C11H18BF5NO3Ti as an isolated structure at a distorted geometry from the Open Molecules 2025 dataset. Energies are from ωB97M-V/def2-TZVPD.

```
! RIJCOSX wB97M-V def2-TZVPD def2/J DEFGRID3
* xyz 3 3
C 2.016 -1.820 -1.527
C 1.647 -0.593 -0.493
C 3.106 -0.121 0.096
C 0.772 -1.036 0.758
C -0.805 -0.716 0.705
B -1.195 -0.210 2.236
O -1.825 1.084 2.483
O -0.906 -0.970 3.414
C -1.541 -2.080 0.333
F -0.811 -2.804 -0.663
F -1.625 -2.979 1.427
C -3.022 -1.924 -0.235
F -3.695 -3.128 0.064
F -3.076 -1.832 -1.649
F -3.778 -0.906 0.348
C -1.148 0.474 -0.329
C 0.122 1.391 -0.665
C 0.662 2.292 0.538
C -0.398 2.441 -1.810
N 1.131 0.519 -1.329
O 2.122 1.163 -1.814
H 3.040 -1.681 -2.007
H 1.923 -2.833 -0.994
H 1.234 -1.795 -2.352
H 3.949 -0.277 -0.648
H 3.315 -0.857 0.957
H 3.075 0.911 0.571
H 0.952 -2.153 0.964
H 1.206 -0.502 1.683
H -1.097 1.639 2.856
H -0.070 -1.472 3.326
H -1.413 -0.056 -1.322
H -2.073 1.078 -0.050
H 1.379 3.086 0.114
H 1.184 1.708 1.360
H -0.223 2.854 0.982
H -0.280 3.548 -1.450
H 0.051 2.246 -2.834
H -1.558 2.282 -1.936
Ti -2.345 4.028 -1.105
*
```

LUMO (spin up / spin down) in eV: -15.17 / -14.65
Highest occupied orbital energy (spin up / spin down) in Eh: -0.7343 / -0.7343

(7)
Here is C3H4O2 as an isolated structure at a distorted geometry from the Open Molecules 2025 dataset. Energies are from ωB97M-V/def2-TZVPD.

```
! RIJCOSX wB97M-V def2-TZVPD def2/J DEFGRID3
* xyz 0 1
O -1.559 -1.575 -0.280
C -0.733 -0.862 0.485
C 0.341 -0.219 -0.292
C 0.673 1.183 0.073
O 1.529 0.124 0.431
H -1.893 -1.606 0.750
H 0.490 -0.544 -1.330
H 1.017 1.840 -0.731
H 0.134 1.659 0.895
*
```

LUMO in eV: 0.41
Highest occupied orbital energy in Eh: -0.3331

(8)
Here is C28H29BCuN7P as an isolated structure at a distorted geometry from the Open Molecules 2025 dataset. Energies are from ωB97M-V/def2-TZVPD.

```
! RIJCOSX wB97M-V def2-TZVPD def2/J DEFGRID3
* xyz 0 2
H -0.552 -2.922 -0.057
N -2.003 -1.612 -0.898
B -4.163 -0.669 -1.912
N -3.307 -1.809 -1.317
C -3.633 -3.105 -1.172
Cu -1.098 0.133 -0.669
H -4.613 -3.452 -1.454
C -2.549 -3.768 -0.618
H -2.484 -4.794 -0.325
C -1.544 -2.800 -0.464
H -5.290 -1.016 -2.032
C 1.636 2.599 -2.060
H 2.668 2.841 -1.785
H 0.944 3.151 -1.414
H 1.443 2.837 -3.113
N -3.511 -0.316 -3.253
N -4.079 0.587 -1.022
N -2.190 0.090 -3.279
N -2.879 1.033 -0.503
C -4.046 -0.356 -4.490
C -5.068 1.408 -0.625
H -5.074 -0.660 -4.624
H -6.079 1.216 -0.948
C -3.051 0.039 -5.387
C -4.523 2.378 0.197
C -1.917 0.304 -4.578
C -3.145 2.109 0.252
H -3.151 0.126 -6.450
H -5.044 3.164 0.712
H -0.942 0.641 -4.905
H -2.356 2.612 0.795
H 1.453 1.536 -1.877
N 0.362 0.826 0.219
P 1.486 0.171 1.167
C 0.913 -0.637 2.692
C 1.329 -0.235 3.976
C 0.740 -0.781 5.119
C -0.280 -1.727 4.993
C -0.702 -2.132 3.723
C -0.112 -1.585 2.586
C 2.547 -0.886 0.144
C 3.927 -0.671 -0.005
C 4.635 -1.338 -1.008
C 3.971 -2.197 -1.886
C 2.590 -2.377 -1.774
C 1.889 -1.715 -0.771
C 2.583 1.455 1.785
C 2.217 2.771 1.506
C 3.062 3.812 1.900
C 4.226 3.529 2.623
C 4.566 2.213 2.951
C 3.741 1.165 2.534
H 2.110 0.514 4.098
H 1.085 -0.452 6.102
H -0.741 -2.144 5.888
H -1.495 -2.872 3.617
H -0.468 -1.863 1.598
H 4.453 0.039 0.632
H 5.709 -1.162 -1.099
H 4.530 -2.714 -2.665
H 2.053 -3.020 -2.470
H 0.803 -1.762 -0.752
H 1.285 2.962 0.971
H 2.797 4.837 1.637
H 4.876 4.342 2.940
H 5.467 1.983 3.524
H 3.991 0.127 2.784
*
```

LUMO (spin up / spin down) in eV: 0.61 / -0.76
Highest occupied orbital energy (spin up / spin down) in Eh: -0.3037 / -0.2903

(9)
Here is a 3-piece molecular cluster, C4H14N2O overall at a distorted geometry from the Open Molecules 2025 dataset. Energies are from ωB97M-V/def2-TZVPD.

```
! RIJCOSX wB97M-V def2-TZVPD def2/J DEFGRID3
* xyz 0 1
C -2.160 0.769 0.336
C -2.006 -0.422 -0.608
C -0.603 -0.560 -1.178
N 0.428 -0.959 -0.181
C 1.739 -0.415 -0.611
N 2.858 -0.549 0.336
H -1.333 0.642 0.972
H -3.134 0.829 0.859
H -2.272 1.746 -0.173
H -2.370 -1.387 -0.205
H -2.615 -0.182 -1.492
H -0.313 0.426 -1.578
H -0.584 -1.245 -2.010
H 0.342 -0.412 0.707
H 2.085 -0.959 -1.514
H 1.660 0.633 -0.912
H 2.683 0.110 1.115
H 2.835 -1.477 0.784
H 1.023 2.040 1.566
H 1.357 0.048 2.051
O 0.383 1.323 1.736
*
```

LUMO in eV: -1.34
Highest occupied orbital energy in Eh: -0.3361

(10)
Here is one molecule with the formula C5H12N2S at a distorted geometry from the Open Molecules 2025 dataset. Energies are from ωB97M-V/def2-TZVPD.

```
! RIJCOSX wB97M-V def2-TZVPD def2/J DEFGRID3
* xyz 0 1
C 4.053 0.282 0.281
N 2.769 0.275 0.270
S 1.997 -1.035 -0.506
C 0.288 -0.895 0.112
C -0.577 0.329 -0.454
N -0.015 1.671 -0.336
C -2.020 0.423 0.154
C -2.796 -0.863 0.123
H 4.683 1.003 0.884
H 4.649 -0.526 -0.098
H 0.266 -0.880 1.233
H -0.186 -1.878 -0.143
H -0.804 -0.004 -1.520
H 0.996 1.514 -0.171
H -0.032 2.403 -1.143
H -1.851 0.761 1.212
H -2.485 1.234 -0.349
H -3.811 -0.874 0.572
H -2.311 -1.635 0.759
H -2.813 -1.304 -0.879
*
```

LUMO in eV: 0.84
Highest occupied orbital energy in Eh: -0.3213
SMILES: C=NSC[C@H](N)CC

(11)
Here is a 2-piece molecular cluster, C2H2O5S overall at a distorted geometry from the Open Molecules 2025 dataset. Energies are from ωB97M-V/def2-TZVPD.

```
! RIJCOSX wB97M-V def2-TZVPD def2/J DEFGRID3
* xyz -2 1
C -1.223 1.073 -0.083
C 0.060 0.356 -0.302
O -1.744 1.345 -1.160
O -0.953 -2.027 -0.712
O -1.727 1.178 1.039
O 1.430 -1.990 -0.173
O 1.639 0.899 1.061
S 0.073 -1.467 0.217
H 0.880 0.642 -1.063
H 1.565 -0.009 1.175
*
```

LUMO in eV: 6.46
Highest occupied orbital energy in Eh: -0.0085

(12)
Here is C33H41AsCl3F6N4O2P2PdS as an isolated structure from the Open Molecules 2025 dataset. Energies are from ωB97M-V/def2-TZVPD.

```
! RIJCOSX wB97M-V def2-TZVPD def2/J DEFGRID3
* xyz 4 2
Pd 2.560 -1.175 0.050
C 4.781 -1.044 -2.380
P 4.616 -1.601 -0.671
C 5.911 -0.796 0.279
C 4.927 -3.390 -0.678
C 3.698 -4.065 -1.275
P 2.217 -3.388 -0.441
C 0.807 -3.781 -1.484
C 2.064 -4.343 1.086
H 5.755 -1.358 -2.764
H 4.732 0.044 -2.422
H 3.995 -1.459 -3.007
H 6.882 -1.095 -0.122
H 5.854 -1.092 1.326
H 5.809 0.286 0.205
H 5.094 -3.707 0.354
H 5.842 -3.601 -1.236
H 3.727 -5.148 -1.146
H 3.615 -3.870 -2.346
H 0.825 -4.850 -1.712
H 0.851 -3.210 -2.410
H -0.109 -3.527 -0.958
H 1.832 -5.382 0.844
H 1.267 -3.927 1.698
H 2.997 -4.311 1.648
F 0.247 1.349 -1.581
As -0.903 0.423 -0.636
F 0.414 0.015 0.479
F -1.172 1.887 0.303
F -0.523 -0.999 -1.529
F -2.152 0.880 -1.718
F -2.017 -0.424 0.368
C -5.248 -4.493 1.415
N -4.003 -3.854 1.830
N -2.952 -3.731 1.034
C -1.917 -3.063 1.752
O -0.822 -2.868 1.272
C -2.492 -2.784 3.055
C -3.749 -3.289 3.075
C -4.778 -3.325 4.145
C -2.876 -4.256 -0.300
C -2.944 -3.367 -1.362
C -2.868 -3.876 -2.650
C -2.727 -5.243 -2.853
C -2.651 -6.116 -1.773
C -2.722 -5.624 -0.479
H -5.271 -4.558 0.332
H -6.078 -3.891 1.777
H -5.304 -5.492 1.849
H -1.979 -2.280 3.856
H -4.373 -2.888 5.053
H -5.081 -4.350 4.364
H -5.667 -2.761 3.859
H -3.054 -2.305 -1.179
H -2.933 -3.205 -3.496
H -2.683 -5.635 -3.860
H -2.545 -7.180 -1.938
H -2.662 -6.289 0.374
Cl -1.692 7.829 3.522
C -0.896 6.897 2.348
C -1.076 5.488 2.335
C -0.430 4.692 1.400
C 0.347 5.252 0.403
C 0.911 4.387 -0.712
C 2.432 4.163 -0.752
N 2.782 2.986 0.022
C 2.949 2.864 1.387
C 3.098 1.536 1.633
N 3.020 0.850 0.438
C 2.843 1.753 -0.503
O 0.495 4.968 -1.950
C -0.846 4.612 -2.265
C -1.793 5.490 -1.486
C -1.649 6.936 -1.433
Cl -0.713 7.823 -2.434
S -2.907 7.691 -0.480
C -3.501 6.157 -0.084
C -2.867 5.087 -0.731
C 0.534 6.684 0.439
Cl 1.651 7.427 -0.580
C -0.079 7.488 1.416
H -1.703 5.038 3.096
H -0.588 3.619 1.408
H 0.453 3.400 -0.611
H 3.012 5.022 -0.423
H 2.690 3.964 -1.792
H 2.978 3.715 2.046
H 3.260 1.037 2.573
H 2.700 1.555 -1.552
H -1.060 3.571 -2.002
H -0.982 4.714 -3.343
H -4.366 6.076 0.564
H -3.179 4.058 -0.609
H 0.110 8.554 1.434
*
```

LUMO (spin up / spin down) in eV: -14.01 / -14.01
Highest occupied orbital energy (spin up / spin down) in Eh: -0.6493 / -0.6489